The following is a quantum chemistry calculation of a 2-piece molecular cluster, C2H7N3O3 overall in a non-equilibrium geometry, from the OMol25 dataset.

Summary:
relative energy (zero: lowest compared OMol25 entry of this formula, charge and spin): 117.32 kcal per mole
molar mass: 121.10 g/mol
HOMO level: -8.65 eV
2S+1: 1
SMILES: [H]/N=N\C.O=C(O)NO
DFT total energy: -12796.2160 eV
LUMO level: 0.01 eV
gap between HOMO and LUMO: 8.6638 eV

Atoms and positions in Å:
H (0.277, 1.701, -1.532)
N (-1.160, -0.726, 0.498)
O (0.023, 1.392, 1.571)
H (-2.100, 2.144, 0.877)
H (1.193, -1.696, -1.280)
H (0.022, -2.975, -0.933)
C (0.435, -2.032, -0.575)
H (1.710, 1.129, 0.656)
C (-0.487, 1.260, 0.462)
N (0.422, 1.161, -0.688)
H (-0.725, -1.100, 1.366)
O (-1.624, 1.892, 0.074)
H (0.887, -2.169, 0.418)
N (-0.638, -1.072, -0.585)
O (1.765, 1.092, -0.328)

Mulliken atomic charge list, values in e, 2 entries: atom 1 (H): 0.21, atom 2 (N): -0.35